The following is a quantum chemistry calculation of a 2-piece molecular cluster, C6H15N3O overall, from the OMol25 dataset.

Last column: Löwdin charge in e.
Geometry (Å):
C (0.865065, 0.050686, 2.236467)  -0.167
C (-1.653404, 1.182716, 0.160894)  -0.006
C (-0.145675, -0.706514, 3.082179)  -0.165
C (-0.314727, 1.402196, -0.470506)  -0.487
O (0.342392, 2.399851, -0.285186)  0.068
H (0.692796, 1.124075, 2.289325)  0.065
H (1.878631, -0.151098, 2.579686)  0.066
H (-1.741113, 0.167393, 0.528505)  0.039
H (-1.787861, 1.902455, 0.959052)  0.087
H (-2.419479, 1.341490, -0.600929)  0.096
H (-0.054976, -0.430913, 4.129373)  0.059
H (-1.157697, -0.488376, 2.754168)  0.050
H (0.014214, -1.778704, 2.994388)  0.061
C (1.112473, 0.914531, -2.357629)  -0.039
C (-0.174175, -0.908137, -1.348696)  -0.501
N (-0.748214, -1.409529, -0.332954)  0.115
N (0.197104, -1.640437, -2.451411)  0.146
N (0.115751, 0.452021, -1.405834)  -0.025
H (-0.899455, -2.408880, -0.393584)  0.060
H (0.781792, -0.260956, 1.200655)  0.027
H (0.826102, -1.276624, -3.142263)  0.072
H (0.171645, -2.641336, -2.357194)  0.101
H (1.337889, 1.949616, -2.105467)  0.087
H (2.040099, 0.338459, -2.284218)  0.098
H (0.720826, 0.876017, -3.378821)  0.093

Forces on atoms 1 to 6 (eV/Å):
C -0.034 -0.012 0.174
C -0.103 0.082 0.254
C 0.155 0.051 -0.087
C -0.285 0.076 0.269
O -0.079 0.158 -0.039
H 0.071 0.087 -0.024

Computed properties:
Calculated total energy, a.u.: -477.13040
HOMO, eV: -9.2
Maximum force, hartree/bohr: 0.01223
Kohn-Sham gap, hartree: 0.36408
SMILES: [H]/N=C(\N)N(C)C(C)=O.CC
E_LUMO, eV: 0.71